No. 1
DFT (ωB97M-V/def2-TZVPD) results for a gas-phase ion, C2H4O3P (charge -1).

```
10
Properties=species:S:1:pos:R:3:nbo_charge:R:1
C -0.733 -0.351 0.592 -0.29
C -1.242 0.489 -0.488 -0.72
O 2.668 -1.054 1.250 -1.10
O 2.156 1.066 -0.138 -1.11
O 0.676 -0.969 -0.288 -0.98
P 1.789 -0.225 0.442 2.47
H -1.201 -1.263 0.813 0.12
H -1.519 0.142 -1.458 0.17
H -0.380 1.173 -0.445 0.25
H -2.214 0.993 -0.281 0.19
```

**ΔE to the lowest compared entry with this formula, charge and spin**: 273.48 kJ/mol
**E**: -645.7003 Eh
**Frontier orbital gap**: 7.54 eV
**Strongest force on any atom**: 0.0515 hartree/bohr
**Total charge**: -1

---

No. 2
DFT (ωB97M-V/def2-TZVPD) results for 2 unconnected molecules or ions with the total composition H4INP2.

```
8
Properties=species:S:1:pos:R:3:nbo_charge:R:1
N -1.331 -0.555 0.662 -0.95
P 1.350 0.764 0.212 0.03
P -0.135 0.282 -1.319 0.39
I -2.927 -1.628 0.100 0.28
H -0.761 -1.173 1.093 0.32
H 2.071 -0.345 0.556 -0.01
H 2.343 1.179 -0.505 -0.03
H -0.611 1.475 -0.800 -0.02
```

**ΔE to the lowest compared entry with this formula, charge and spin**: 266.42 kJ/mol
**E**: -1037.4012 Eh
**Frontier orbital gap (spin up / spin down)**: 7.07 / 7.07 eV
**Strongest force on any atom**: 0.1114 hartree/bohr

---

No. 3
DFT (ωB97M-V/def2-TZVPD) results for 4 unconnected molecules or ions with the total composition C2H12NO3.

```
18
Properties=species:S:1:pos:R:3:nbo_charge:R:1
C 0.452 1.050 -0.536 -0.07
C 1.571 0.333 -0.638 -0.34
N -0.825 0.600 0.011 -0.75
H 0.575 2.107 -0.762 0.23
H 2.304 0.752 -1.308 0.24
H 1.746 -0.511 -0.004 0.21
H -1.511 1.216 -0.463 0.47
H -0.911 -0.471 -0.150 0.48
H -0.986 0.855 0.991 0.43
H -0.825 -2.665 -0.503 0.51
H 0.129 -2.225 0.645 0.52
O -0.684 -1.981 0.164 -0.97
H 2.330 -3.087 1.241 0.49
H 1.617 -3.311 2.527 0.50
O 1.490 -2.879 1.673 -0.97
H -2.867 3.178 -1.211 0.50
H -1.638 3.970 -0.793 0.50
O -1.967 3.068 -0.884 -0.98
```

**ΔE to the lowest compared entry with this formula, charge and spin**: 95.03 kJ/mol
**E**: -363.6147 Eh
**Frontier orbital gap**: 11.45 eV
**Strongest force on any atom**: 0.0326 hartree/bohr
**Total charge**: +1

---

No. 4
DFT (ωB97M-V/def2-TZVPD) results for 7 unconnected molecules or ions with the total composition C24H65N3O10.

```
102
Properties=species:S:1:pos:R:3:lowdin_charge:R:1
O 2.796 -0.332 -1.982 -0.08
H 2.414 0.304 -2.571 -0.02
H 2.246 -1.159 -2.034 0.02
O 0.760 -2.690 -2.327 -0.07
H 1.157 -3.405 -1.798 0.02
H 0.031 -2.419 -1.761 0.00
C -0.479 1.664 -0.579 -0.09
O -1.261 2.276 0.459 -0.23
C -0.786 3.540 0.841 -0.25
C -1.340 3.867 2.189 -0.19
N -0.578 5.040 2.631 -0.06
C -1.132 5.699 3.751 -0.22
C -0.791 5.164 5.137 -0.28
O 0.500 4.798 5.301 -0.19
C 0.790 4.345 6.609 -0.09
H -0.681 0.560 -0.672 0.08
H 0.575 1.740 -0.296 0.08
H -0.653 2.198 -1.590 0.10
H -1.056 4.255 0.021 0.14
H 0.294 3.435 0.866 0.11
H -1.210 2.985 2.764 0.08
H -2.418 4.133 2.212 0.14
H 0.360 4.741 2.838 0.11
H -2.215 5.707 3.617 0.12
H -0.889 6.743 3.663 0.11
H -1.444 4.262 5.415 0.14
H -1.073 5.901 5.880 0.11
H 0.360 5.090 7.284 0.09
H 1.886 4.270 6.686 0.09
H 0.398 3.304 6.827 0.10
C -1.112 0.297 4.604 -0.05
O -0.438 -0.560 3.646 -0.18
C -0.117 -0.018 2.431 -0.26
C 1.098 -0.744 2.013 -0.20
N 0.831 -2.151 1.870 -0.08
C 1.931 -2.945 1.394 -0.18
C 2.933 -3.210 2.511 -0.21
O 2.585 -4.195 3.445 -0.17
C 2.538 -5.502 2.896 -0.07
H -0.477 0.705 5.382 0.07
H -1.831 -0.321 5.202 0.10
H -1.613 1.070 4.030 0.07
H -0.014 1.077 2.423 0.12
H -0.948 -0.276 1.693 0.12
H 1.920 -0.469 2.680 0.12
H 1.454 -0.456 0.997 0.13
H 0.382 -2.592 2.695 0.15
H 2.508 -2.380 0.634 0.14
H 1.499 -3.801 0.888 0.08
H 3.035 -2.290 3.020 0.11
H 3.870 -3.526 2.102 0.11
H 1.857 -5.469 2.103 0.05
H 2.186 -6.189 3.679 0.11
H 3.472 -5.762 2.532 0.07
C -1.905 -0.728 -5.947 -0.10
O -0.871 0.225 -5.969 -0.16
C 0.139 -0.240 -5.142 -0.27
C 1.191 0.839 -5.103 -0.20
N 0.711 1.951 -4.247 -0.05
C 1.339 3.246 -4.629 -0.20
C 0.796 4.304 -3.764 -0.26
O 1.269 5.576 -4.181 -0.17
C 1.283 6.613 -3.230 -0.13
H -2.006 -1.060 -4.930 0.07
H -1.708 -1.580 -6.611 0.10
H -2.842 -0.412 -6.278 0.07
H 0.656 -1.178 -5.459 0.14
H -0.298 -0.423 -4.138 0.12
H 1.338 1.078 -6.164 0.12
H 2.110 0.554 -4.580 0.11
H -0.273 2.051 -4.416 0.09
H 1.196 3.512 -5.671 0.12
H 2.386 3.181 -4.353 0.13
H 1.057 4.021 -2.759 0.11
H -0.261 4.348 -3.758 0.11
H 1.112 7.536 -3.786 0.08
H 2.167 6.773 -2.568 0.08
H 0.457 6.541 -2.414 0.11
C -0.855 -5.352 -0.186 -0.06
C 0.242 -6.108 -0.993 -0.38
C -0.175 -6.212 -2.525 -0.03
O 1.463 -5.279 -0.798 -0.12
H -0.515 -5.060 0.783 0.06
H -1.730 -5.981 0.061 0.09
H -1.111 -4.464 -0.689 0.04
H 0.435 -7.032 -0.440 0.13
H 0.643 -6.557 -3.067 0.04
H -0.363 -5.166 -2.887 0.08
H -1.101 -6.832 -2.596 0.09
H 2.226 -5.710 -1.236 0.11
C -3.205 -1.754 -1.256 -0.05
C -2.337 -1.626 0.003 -0.52
C -2.963 -2.317 1.158 -0.07
O -0.996 -2.057 -0.189 -0.13
H -3.408 -2.757 -1.646 0.08
H -2.876 -1.068 -2.057 0.07
H -4.250 -1.355 -1.085 0.10
H -2.341 -0.540 0.283 0.12
H -2.357 -2.310 2.102 0.09
H -3.172 -3.390 1.012 0.08
H -3.971 -1.956 1.426 0.09
H -0.435 -2.154 0.667 0.07
```

**ΔE to the lowest compared entry with this formula, charge and spin**: 13.51 kJ/mol
**E**: -1869.8722 Eh
**Frontier orbital gap**: 9.41 eV
**Strongest force on any atom**: 0.0653 hartree/bohr